a | A cluster of 3 separate species, C3H11NO3 in total, computed with wB97M-V/def2-TZVPD.

Geometry as ORCA input:
```
! wB97M-V def2-TZVPD RIJCOSX def2/J DEFGRID3
* xyz 0 1
O -1.361 -1.460 0.881
C -1.566 -0.236 1.203
C -1.223 0.901 0.219
C -1.636 0.445 -1.220
N 0.118 1.477 0.697
H -1.989 0.135 2.132
H -1.929 1.728 0.269
H -1.937 1.218 -1.989
H -0.810 -0.098 -1.619
H -2.323 -0.414 -1.328
H 0.741 0.753 0.408
H 0.156 1.410 1.674
H 2.440 -0.165 -0.868
H 3.493 0.758 -1.634
O 3.290 0.308 -0.747
H 1.701 -3.031 0.623
H 1.233 -1.627 1.039
O 1.602 -2.103 0.258
*
```

## Properties
Orbital gap (eV): 10.19
LUMO energy (eV): 0.385
Structure (SMILES): C[C@H](N)C=O.O.O
HOMO level (Eh): -0.360


b | A cluster of 4 separate species, C3H11NO3 in total, computed with wB97M-V/def2-TZVPD.

Geometry as ORCA input:
```
! wB97M-V def2-TZVPD RIJCOSX def2/J DEFGRID3
* xyz 0 1
C 0.454 -0.761 1.333
C -0.491 -1.661 1.661
C 1.153 0.038 -0.762
N 0.433 0.156 0.350
H 1.398 -1.208 1.548
H -1.516 -1.664 1.221
H -0.446 -2.292 2.562
H 0.760 0.598 -1.534
H 2.099 -0.688 -0.782
H -4.962 3.491 2.528
H -3.858 4.252 1.857
O -4.802 3.974 1.697
H 5.926 -1.005 -2.487
H 5.676 -1.502 -3.904
O 5.427 -1.663 -3.003
H -1.771 -0.431 -0.535
H -2.764 0.664 -0.934
O -2.713 -0.298 -0.817
*
```

## Properties
Orbital gap (eV): 9.46
LUMO energy (eV): 0.074
Structure (SMILES): C=CN=C.O.O.O
HOMO level (Eh): -0.345


c | A cluster of 2 separate species, C3H11NO3 in total, computed with wB97M-V/def2-TZVPD.

Geometry as ORCA input:
```
! wB97M-V def2-TZVPD RIJCOSX def2/J DEFGRID3
* xyz 0 1
C -0.884 1.259 0.699
C -0.175 1.152 2.016
O 1.206 1.381 1.781
N -0.436 0.232 -0.244
C -1.354 -0.812 -0.560
O -2.329 -0.417 -1.515
H -0.706 2.238 0.273
H -1.956 1.128 0.888
H -0.560 1.907 2.715
H -0.370 0.166 2.405
H 1.698 0.966 2.498
H 0.510 -0.064 -0.048
H -1.890 -1.143 0.352
H -0.902 -1.677 -1.029
H -2.780 0.361 -1.145
H 4.155 -2.240 -2.360
H 3.167 -2.986 -1.404
O 3.263 -2.246 -2.005
*
```

## Properties
Orbital gap (eV): 9.43
LUMO energy (eV): 0.688
Structure (SMILES): OCCNCO.O
HOMO level (Eh): -0.321


d | A cluster of 4 separate species, C3H11NO3 in total, computed with wB97M-V/def2-TZVPD.

Geometry as ORCA input:
```
! wB97M-V def2-TZVPD RIJCOSX def2/J DEFGRID3
* xyz 0 1
C -1.891 -0.673 0.406
C -1.013 -1.285 1.212
C -1.344 1.617 0.810
N -1.908 0.710 0.126
H -2.364 -1.249 -0.382
H -0.587 -0.686 2.009
H -0.668 -2.290 1.023
H -1.722 2.620 0.607
H -0.431 1.542 1.405
H -0.471 0.189 -1.633
H -0.352 0.814 -3.004
O -0.380 -0.042 -2.564
H 2.149 0.507 0.855
H 2.950 -0.040 1.921
O 2.281 0.644 1.805
H 1.390 -1.314 -1.508
H 2.372 -0.404 -1.964
O 1.992 -0.659 -1.124
*
```

## Properties
Orbital gap (eV): 9.10
LUMO energy (eV): 0.110
Structure (SMILES): C=CN=C.O.O.O
HOMO level (Eh): -0.330


In terms of stability, c leads; the second structure lies 25.3 kcal/mol higher.


a | A cluster of 4 separate species, C3H11NO3 in total, computed with wB97M-V/def2-TZVPD.

Geometry as ORCA input:
```
! wB97M-V def2-TZVPD RIJCOSX def2/J DEFGRID3
* xyz 0 1
C 0.149 -1.004 -1.266
C 0.585 -0.601 -2.530
C -1.022 0.808 -0.517
N -0.758 -0.408 -0.329
H 0.714 -1.830 -0.741
H 0.499 0.404 -3.031
H 1.065 -1.391 -3.152
H -2.013 1.161 -0.237
H -0.445 1.522 -1.137
H -1.734 -0.906 1.327
H -2.760 -2.044 1.665
O -2.587 -1.117 1.581
H 1.705 -0.513 0.404
H 2.323 -1.386 1.449
O 2.561 -0.649 0.748
H 0.242 3.004 2.533
H 1.185 2.399 1.567
O 0.290 2.549 1.666
*
```

## Properties
Orbital gap (eV): 9.23
LUMO energy (eV): 0.064
Structure (SMILES): C=CN=C.O.O.O
HOMO level (Eh): -0.337


b | A cluster of 2 separate species, C3H11NO3 in total, computed with wB97M-V/def2-TZVPD.

Geometry as ORCA input:
```
! wB97M-V def2-TZVPD RIJCOSX def2/J DEFGRID3
* xyz 0 1
C 0.999 -0.487 0.116
C 1.634 0.813 -0.545
O 0.793 1.294 -1.675
N -0.424 -0.423 -0.061
C -1.250 -1.498 0.514
O -2.528 -1.694 -0.105
H 1.305 -0.788 1.217
H 1.291 -1.402 -0.494
H 1.692 1.473 0.286
H 2.688 0.700 -0.769
H 0.056 1.785 -1.267
H -0.578 -0.463 -1.079
H -1.566 -1.276 1.621
H -0.713 -2.558 0.535
H -2.433 -2.127 -1.122
H -0.617 2.918 0.685
H -0.295 1.407 0.908
O -0.056 2.328 1.233
*
```

## Properties
Orbital gap (eV): 9.91
LUMO energy (eV): 0.549
Structure (SMILES): OCCNCO.O
HOMO level (Eh): -0.344


In terms of stability, b leads; the second structure lies 17.0 kcal/mol higher.


a | A cluster of 3 separate species, C3H11NO3 in total, computed with wB97M-V/def2-TZVPD.

Geometry as ORCA input:
```
! wB97M-V def2-TZVPD RIJCOSX def2/J DEFGRID3
* xyz 0 1
C 0.830 -1.472 0.482
N 0.360 -0.111 0.154
C -0.162 0.198 -1.180
C -0.815 1.517 -1.234
O -1.909 1.675 -1.716
H 1.586 -1.938 -0.106
H -0.021 -2.182 0.459
H 1.179 -1.406 1.561
H -0.425 0.248 0.936
H 0.629 0.138 -1.947
H -0.885 -0.662 -1.510
H -0.239 2.300 -0.710
H 3.584 0.769 0.893
H 1.992 0.861 0.676
O 2.796 1.388 0.809
H -2.927 -0.367 0.077
H -2.862 -0.124 1.526
O -2.711 -0.831 0.831
*
```

## Properties
Orbital gap (eV): 9.93
LUMO energy (eV): 0.543
Structure (SMILES): CNCC=O.O.O
HOMO level (Eh): -0.345


b | A cluster of 2 separate species, C3H11NO3 in total, computed with wB97M-V/def2-TZVPD.

Geometry as ORCA input:
```
! wB97M-V def2-TZVPD RIJCOSX def2/J DEFGRID3
* xyz 0 1
C -1.237 0.764 -1.090
C 0.238 0.475 -1.374
O 0.992 -0.428 -0.459
N -1.361 1.306 0.216
C -2.016 0.757 1.315
O -1.668 -0.596 1.678
H -1.758 -0.189 -1.099
H -1.727 1.546 -1.796
H 0.124 -0.042 -2.326
H 0.897 1.399 -1.484
H 0.957 -1.297 -0.972
H -0.520 1.766 0.505
H -3.116 0.744 1.169
H -1.919 1.333 2.350
H -0.640 -0.675 1.648
H 4.425 -1.594 0.892
H 4.202 -2.782 -0.077
O 4.127 -2.487 0.904
*
```

## Properties
Orbital gap (eV): 9.41
LUMO energy (eV): 0.540
Structure (SMILES): OCCNCO.O
HOMO level (Eh): -0.326


c | A cluster of 4 separate species, C3H11NO3 in total, computed with wB97M-V/def2-TZVPD.

Geometry as ORCA input:
```
! wB97M-V def2-TZVPD RIJCOSX def2/J DEFGRID3
* xyz 0 1
C -0.964 -0.130 1.433
C -1.513 -1.301 0.877
C 0.433 0.229 1.628
N -0.283 0.991 0.619
H -1.636 0.326 2.178
H -2.390 -1.257 0.232
H -1.157 -2.286 1.154
H 1.170 -0.541 1.541
H 0.666 0.822 2.509
H 0.084 0.533 -0.240
H 0.364 2.580 -1.223
O 1.214 2.324 -1.582
H 0.302 -0.790 -1.873
H -0.954 -0.939 -1.123
O -0.719 -0.809 -2.044
H 1.447 1.371 -1.451
H 2.332 -0.864 -1.422
O 1.602 -0.258 -1.212
*
```

## Properties
Orbital gap (eV): 4.35
LUMO energy (eV): -4.596
HOMO level (Eh): -0.329


In terms of stability, a leads; the second structure lies 7.0 kcal/mol higher.


a | The molecule C3H6N2, computed with wB97M-V/def2-TZVPD.

Geometry as ORCA input:
```
! wB97M-V def2-TZVPD RIJCOSX def2/J DEFGRID3
* xyz 0 1
C 1.968 0.035 -0.035
C -1.375 -0.683 0.074
C -0.906 0.725 0.000
H 1.906 1.068 -0.386
H 2.929 -0.306 0.291
H -1.222 -1.235 1.020
H -2.253 -1.001 -0.476
H -1.384 1.434 -0.635
H -0.465 1.112 0.934
N 0.995 -0.796 -0.098
N -0.192 -0.351 -0.690
*
```

## Properties
Orbital gap (eV): 10.45
LUMO energy (eV): 1.208
Structure (SMILES): C=NN1CC1
HOMO level (Eh): -0.340


b | The molecule C3H6N2, computed with wB97M-V/def2-TZVPD.

Geometry as ORCA input:
```
! wB97M-V def2-TZVPD RIJCOSX def2/J DEFGRID3
* xyz 0 1
C 0.942 0.255 -0.160
C -0.376 1.065 0.013
C -0.963 -0.978 -0.082
H 1.568 0.440 -1.028
H 1.640 0.413 0.727
H -0.569 1.929 -0.634
H -0.336 1.522 1.016
H -1.558 -1.818 0.148
H 0.803 -1.946 0.276
N -1.537 0.186 -0.168
N 0.387 -1.066 -0.107
*
```

## Properties
Orbital gap (eV): 9.33
LUMO energy (eV): 0.974
Structure (SMILES): C1=NCCN1
HOMO level (Eh): -0.307


c | A cluster of 2 separate species, C3H6N2 in total, computed with wB97M-V/def2-TZVPD.

Geometry as ORCA input:
```
! wB97M-V def2-TZVPD RIJCOSX def2/J DEFGRID3
* xyz 0 1
C -0.121 -0.657 -1.222
C 0.210 -0.390 1.283
N 0.183 0.131 -0.034
C 0.101 1.494 0.139
N -0.168 2.551 -0.342
H 0.530 -0.333 -2.034
H -1.164 -0.556 -1.534
H 0.078 -1.711 -1.016
H 0.711 -1.354 1.373
H -0.704 -0.324 1.864
H 0.342 1.149 1.523
*
```

## Properties
Orbital gap (alpha / beta) (eV): 8.14 / 8.15
LUMO energy (alpha / beta) (eV): -0.652 / -0.651
HOMO level (alpha / beta) (Eh): -0.323 / -0.323


d | The molecule C3H6N2, computed with wB97M-V/def2-TZVPD.

Geometry as ORCA input:
```
! wB97M-V def2-TZVPD RIJCOSX def2/J DEFGRID3
* xyz 0 1
C -1.066 1.338 -0.008
C -0.206 0.334 0.039
C -0.504 -1.124 0.052
N 2.028 -0.286 -0.134
N 1.286 0.686 0.057
H -0.747 2.362 -0.034
H -2.127 1.143 -0.034
H 0.106 -1.616 -0.705
H -0.223 -1.549 1.015
H -1.555 -1.318 -0.137
H 3.007 0.030 -0.110
*
```

## Properties
Orbital gap (eV): 9.66
LUMO energy (eV): 0.550
Structure (SMILES): [H]/N=N/C(=C)C
HOMO level (Eh): -0.335


In terms of stability, b leads; the second structure lies 23.9 kcal/mol higher.


a | The molecule C3H6N2, computed with wB97M-V/def2-TZVPD.

Geometry as ORCA input:
```
! wB97M-V def2-TZVPD RIJCOSX def2/J DEFGRID3
* xyz 0 1
C 0.592 1.604 -0.433
N -0.298 0.723 0.310
C -0.532 -1.948 0.362
C -0.047 -0.598 0.340
N 0.895 -1.427 0.199
H 1.240 2.193 0.222
H -0.008 2.283 -1.045
H 1.218 0.997 -1.096
H -1.268 0.987 0.377
H -0.800 -2.440 1.297
H -0.992 -2.375 -0.532
*
```

## Properties
Orbital gap (eV): 9.98
LUMO energy (eV): 0.945
Structure (SMILES): CNC1=NC1
HOMO level (Eh): -0.332


b | A structure of composition C3H6N2, computed with wB97M-V/def2-TZVPD.

Geometry as ORCA input:
```
! wB97M-V def2-TZVPD RIJCOSX def2/J DEFGRID3
* xyz 0 1
C -1.117 0.738 -0.929
C 1.293 -0.251 0.556
C -0.104 -0.024 -1.367
N 0.981 -0.362 -0.624
N 2.091 0.106 1.400
H 2.403 -0.426 2.188
H -1.157 -1.032 1.802
H -0.108 -0.485 -2.347
H -1.873 1.057 -1.626
H -0.955 1.461 -0.145
H -1.454 -0.781 1.091
*
```

## Properties
Orbital gap (eV): 9.54
LUMO energy (eV): 0.597
HOMO level (Eh): -0.329


In terms of stability, a leads; the second structure lies 24.3 kcal/mol higher.


a | The molecule C3H6N2, computed with wB97M-V/def2-TZVPD.

Geometry as ORCA input:
```
! wB97M-V def2-TZVPD RIJCOSX def2/J DEFGRID3
* xyz 0 1
C -1.402 0.835 -0.437
N -0.217 0.014 -0.030
C 1.193 -0.667 -0.332
C 1.631 -0.491 1.057
N 1.549 -0.195 2.172
H -2.021 0.906 0.482
H -2.079 0.403 -1.190
H -1.208 1.883 -0.698
H -0.610 -0.687 0.569
H 1.215 -1.761 -0.574
H 1.950 -0.239 -1.019
*
```

## Properties
Orbital gap (eV): 9.54
LUMO energy (eV): 0.696
Structure (SMILES): CNCC#N
HOMO level (Eh): -0.325


b | The molecule C3H6N2, computed with wB97M-V/def2-TZVPD.

Geometry as ORCA input:
```
! wB97M-V def2-TZVPD RIJCOSX def2/J DEFGRID3
* xyz 0 1
N 0.724 1.824 0.321
C 0.919 0.597 0.674
C -1.652 -0.455 -0.392
C 0.861 -0.678 -0.066
N -0.503 -0.080 -0.738
H 0.500 1.962 -0.664
H 1.210 0.455 1.712
H -1.898 -0.975 0.538
H -2.439 -0.340 -1.127
H 0.656 -1.537 0.585
H 1.621 -0.775 -0.843
*
```

## Properties
Orbital gap (eV): 10.00
LUMO energy (eV): 0.935
Structure (SMILES): [H]/N=C\CN=C
HOMO level (Eh): -0.333


c | The molecule C3H6N2, computed with wB97M-V/def2-TZVPD.

Geometry as ORCA input:
```
! wB97M-V def2-TZVPD RIJCOSX def2/J DEFGRID3
* xyz 0 1
C 0.146 -0.138 -0.017
C 0.356 1.221 0.512
C 1.528 1.566 1.049
H -0.465 -2.438 -0.498
H -2.062 -2.118 -0.968
H 1.016 -0.850 0.064
H -0.509 1.888 0.438
H 1.685 2.575 1.445
H 2.364 0.855 1.081
N -1.080 -1.780 -0.988
N -0.950 -0.479 -0.558
*
```

## Properties
Orbital gap (eV): 9.61
LUMO energy (eV): 1.091
Structure (SMILES): C=C/C=N/N
HOMO level (Eh): -0.313


d | A structure of composition C3H6N2, computed with wB97M-V/def2-TZVPD.

Geometry as ORCA input:
```
! wB97M-V def2-TZVPD RIJCOSX def2/J DEFGRID3
* xyz 0 1
C -1.550 -0.102 0.572
C -0.204 0.322 0.116
N 0.905 0.012 0.649
C 1.629 -0.168 -2.354
N 2.210 0.145 -1.374
H -2.008 -0.646 -0.261
H -1.468 -0.761 1.439
H -2.190 0.754 0.808
H -0.110 0.878 -0.827
H 1.842 0.158 -0.230
H 0.944 -0.592 1.462
*
```

## Properties
Orbital gap (eV): 10.41
LUMO energy (eV): 0.463
HOMO level (Eh): -0.365


In terms of stability, c leads; the second structure lies 7.4 kcal/mol higher.


a | The molecule CH3ClOS2, computed with wB97M-V/def2-TZVPD.

Geometry as ORCA input:
```
! wB97M-V def2-TZVPD RIJCOSX def2/J DEFGRID3
* xyz 0 1
C -1.155 0.004 0.309
O 0.973 -0.656 -1.547
S 0.039 1.492 0.225
S 1.588 0.370 -0.752
Cl 2.401 -0.658 0.833
H -1.414 -0.049 1.378
H -0.472 -0.804 -0.072
H -1.960 0.300 -0.374
*
```

## Properties
Orbital gap (eV): 9.64
LUMO energy (eV): -0.109
HOMO level (Eh): -0.358


b | The molecule CH3ClOS2, computed with wB97M-V/def2-TZVPD.

Geometry as ORCA input:
```
! wB97M-V def2-TZVPD RIJCOSX def2/J DEFGRID3
* xyz 0 1
C -1.216 0.263 0.070
O 0.694 -1.731 -0.433
S 0.209 1.397 -0.306
S 1.753 -0.029 -0.524
Cl 2.882 0.015 1.134
H -0.740 -0.639 0.048
H -1.773 0.285 -0.867
H -1.809 0.440 0.878
*
```

## Properties
Orbital gap (alpha / beta) (eV): 9.07 / 9.07
LUMO energy (alpha / beta) (eV): -0.874 / -0.873
HOMO level (alpha / beta) (Eh): -0.365 / -0.365


In terms of stability, a leads; the second structure lies 73.5 kcal/mol higher.